{
  "formula": "C5H11NO2",
  "method": "wB97M-V/def2-TZVPD",
  "species": ["C", "C", "C", "C", "N", "C", "O", "O", "H", "H", "H", "H", "H", "H", "H", "H", "H", "H", "H"],
  "xyz": [[-1.6713, -0.4655, -0.3885], [0.9813, 0.4164, 0.8749], [0.5881, -1.7292, -0.7430], [0.8432, 1.9066, 0.9606], [-1.2699, 0.0178, 0.8234], [0.0146, -0.3271, -0.7622], [-2.3670, 0.3712, -1.2212], [0.1956, 0.5421, -1.6136], [-1.6935, 0.8675, -1.7306], [-1.0827, -0.7632, 1.4528], [-2.0048, -1.5014, -0.4664], [0.9128, -0.1185, 1.8191], [1.8879, 0.1199, 0.3476], [1.6731, -1.6733, -0.8388], [0.3350, -2.2623, 0.1712], [0.1860, -2.2697, -1.6019], [1.7536, 2.3408, 1.3898], [0.7267, 2.3234, -0.0423], [-0.0085, 2.2045, 1.5690]],
  "atomic_forces_ev_per_a": [[0.0563, 0.0644, 0.0126], [-0.4315, -0.2337, -0.3040], [-0.0679, 0.0581, 0.1167], [0.0031, 0.0015, -0.0068], [0.4494, -0.0443, -0.5254], [-0.0966, 0.2062, 0.3364], [0.1844, -0.0499, 0.1269], [-0.1456, -0.0218, 0.2374], [0.0362, -0.0487, 0.0333], [0.0586, 0.0189, -0.0632], [0.0533, 0.0427, 0.0309], [-0.0030, 0.0208, 0.0076], [-0.0205, -0.0061, -0.0201], [-0.0338, 0.0259, 0.0155], [-0.0068, 0.0233, -0.0003], [0.0024, 0.0320, 0.0240], [-0.0610, -0.0380, -0.0295], [-0.0034, -0.0321, 0.0202], [0.0264, -0.0192, -0.0122]],
  "relative_energy_kcal_mol": 124.92,
  "total_energy_ha": -402.1791,
  "homo_ha": [-0.3074, -0.3073],
  "lumo_energy_ev": [-0.651, -0.654],
  "gap_ev": [7.714, 7.708]
}